This record from the OMol25 dataset describes a structure of composition C32H47NO4RuS2Sb. The level of theory is ωB97M-V with the def2-TZVPD basis set.

Calculated values
Strongest force on any atom   0.549 eV Å⁻¹
HOMO energy (alpha / beta)   -12.8562 / -14.0353 eV
E   -2734.0830 Eh
Frontier orbital gap (alpha / beta)   7.8 / 7.0 eV

```
! RIJCOSX wB97M-V def2-TZVPD def2/J DEFGRID3
* xyz 2 6
Ru 0.313 0.530 -0.356
O 0.016 0.396 1.853
S -0.193 1.081 3.198
C 1.368 0.832 4.086
C 2.624 1.010 3.242
C 3.118 -0.277 2.574
C 4.295 0.002 1.642
S 3.829 0.334 -0.088
O 2.408 0.901 -0.016
C 3.679 -1.325 -0.701
C 2.518 -2.074 -0.566
C 2.501 -3.373 -1.045
C 3.632 -3.909 -1.650
C 4.783 -3.147 -1.792
C 4.810 -1.841 -1.322
C -0.117 2.836 2.923
C -0.778 3.633 3.847
C -0.747 5.013 3.698
C -0.072 5.577 2.625
C 0.575 4.768 1.698
C 0.557 3.390 1.841
H 1.288 -0.170 4.516
H 1.322 1.546 4.910
H 3.413 1.393 3.892
H 2.460 1.779 2.485
H 2.306 -0.770 2.037
H 3.456 -0.979 3.338
H 4.992 -0.834 1.565
H 4.862 0.879 1.958
H 1.639 -1.648 -0.096
H 1.609 -3.975 -0.940
H 3.614 -4.927 -2.019
H 5.657 -3.564 -2.274
H 5.701 -1.233 -1.444
H -1.323 3.181 4.670
H -1.257 5.644 4.415
H -0.050 6.653 2.509
H 1.105 5.217 0.867
H 1.066 2.758 1.128
C -1.272 -2.973 2.416
C -0.954 -3.293 0.955
C -1.557 -4.617 0.499
Sb -1.487 -1.633 -0.328
C -2.037 -2.556 -2.194
C -0.789 -3.026 -2.938
C -2.873 -1.597 -3.036
C -3.414 -0.918 0.333
C -3.346 -0.063 1.597
C -4.421 -2.060 0.449
H -0.864 -3.756 3.061
H -2.348 -2.935 2.594
H -0.844 -2.018 2.729
H 0.134 -3.347 0.860
H -2.648 -4.596 0.543
H -1.219 -5.420 1.160
H -1.269 -4.883 -0.520
H -2.646 -3.425 -1.934
H -0.128 -2.188 -3.173
H -1.072 -3.505 -3.879
H -0.219 -3.757 -2.362
H -2.325 -0.676 -3.254
H -3.814 -1.333 -2.549
H -3.122 -2.067 -3.992
H -3.714 -0.273 -0.499
H -3.013 -0.639 2.464
H -4.343 0.323 1.827
H -2.676 0.790 1.469
H -4.173 -2.728 1.275
H -4.483 -2.659 -0.462
H -5.418 -1.657 0.648
O -1.325 1.957 -0.476
N -1.434 2.591 -1.627
C -0.178 2.869 -2.301
C -0.361 3.611 -3.584
C -1.585 3.910 -4.064
C -2.748 3.552 -3.335
C -2.622 2.900 -2.115
H 0.435 3.455 -1.605
H 0.539 3.910 -4.106
H -1.690 4.447 -4.998
H -3.735 3.782 -3.707
H -3.455 2.608 -1.491
C 1.996 1.636 -2.995
C 0.572 1.522 -2.536
O -0.056 0.457 -2.610
H 1.985 1.882 -4.060
H 2.493 0.674 -2.888
H 2.543 2.417 -2.469
*
```

=====

This record from the OMol25 dataset describes a structure of composition C32H48As3BiF4N4OS5. The level of theory is ωB97M-V with the def2-TZVPD basis set.

Calculated values
Energy relative to the best compared isomer or geometry (same formula, charge and spin)   2.31 kcal/mol
Strongest force on any atom   0.387 eV Å⁻¹
HOMO energy   -7.4908 eV
E   -10854.7566 Eh
Frontier orbital gap   7.3 eV

```
! RIJCOSX wB97M-V def2-TZVPD def2/J DEFGRID3
* xyz 0 1
Bi -0.234 1.323 1.130
C -4.462 2.619 3.521
C -3.114 2.687 2.813
N -2.828 1.578 1.892
C -3.743 1.477 0.752
C -3.898 2.772 -0.026
C -2.741 0.281 2.562
C -1.696 0.235 3.673
N -0.491 0.969 3.314
C 0.405 1.234 4.330
C 0.991 2.500 4.454
F 0.613 3.477 3.620
C 1.927 2.786 5.428
F 2.450 4.021 5.470
C 2.309 1.847 6.366
C 1.718 0.604 6.283
F 2.044 -0.354 7.166
C 0.803 0.298 5.292
F 0.305 -0.956 5.257
H -4.592 3.504 4.142
H -4.539 1.749 4.173
H -5.294 2.588 2.816
H -2.300 2.712 3.540
H -3.035 3.614 2.245
H -4.729 1.114 1.079
H -3.335 0.702 0.095
H -4.462 3.521 0.528
H -4.438 2.572 -0.951
H -2.927 3.201 -0.283
H -2.501 -0.461 1.789
H -3.708 -0.026 2.986
H -1.514 -0.826 3.879
H -2.115 0.657 4.596
H 3.033 2.077 7.131
C 1.815 -1.645 2.419
As 1.432 -1.686 0.496
C 3.254 -2.144 -0.059
C 0.586 -3.473 0.592
C 0.025 -4.151 -0.672
C -0.155 -5.635 -0.320
C -1.367 -3.617 -1.050
As -1.774 -1.683 -1.076
C -3.645 -1.945 -1.612
C -1.129 -1.191 -2.857
C 1.031 -4.010 -1.823
As 0.924 -5.284 -3.337
C 2.649 -4.738 -4.096
C -0.164 -4.269 -4.618
H 2.425 -2.509 2.688
H 0.884 -1.675 2.983
H 2.350 -0.733 2.688
H 3.566 -3.086 0.395
H 3.906 -1.343 0.293
H 3.334 -2.212 -1.141
H -0.208 -3.375 1.339
H 1.350 -4.125 1.030
H -0.724 -5.731 0.606
H 0.811 -6.123 -0.179
H -0.688 -6.174 -1.105
H -2.088 -4.003 -0.320
H -1.665 -4.027 -2.020
H -3.714 -2.620 -2.465
H -4.080 -0.983 -1.884
H -4.215 -2.359 -0.779
H -1.369 -1.974 -3.575
H -0.056 -1.011 -2.846
H -1.623 -0.270 -3.159
H 2.032 -4.201 -1.424
H 1.037 -2.989 -2.218
H 3.462 -5.118 -3.478
H 2.719 -3.651 -4.157
H 2.752 -5.158 -5.096
H -1.212 -4.262 -4.322
H -0.091 -4.767 -5.585
H 0.197 -3.246 -4.718
O 3.984 5.609 -1.928
C 3.303 5.048 -1.110
S 3.879 3.716 -0.096
C 2.325 3.300 0.596
C 1.286 4.092 0.289
S -0.392 3.873 0.756
S 1.600 5.421 -0.812
S 2.281 1.785 1.482
N 3.299 4.303 -4.910
C 2.119 3.699 -5.113
S 1.306 3.744 -6.539
C 1.601 2.961 -3.925
C 2.442 2.196 -3.127
C 1.922 1.591 -1.993
N 0.656 1.732 -1.614
C -0.151 2.442 -2.402
C 0.262 3.047 -3.573
H 3.683 4.851 -5.663
H 3.666 4.441 -3.981
H 3.487 2.061 -3.368
H 2.556 1.010 -1.332
H -1.173 2.561 -2.056
H -0.423 3.621 -4.180
*
```

=====

This record from the OMol25 dataset describes a structure of composition C32H48AsBrNO6RuS4Si2. The level of theory is ωB97M-V with the def2-TZVPD basis set.

Calculated values
Energy relative to the best compared isomer or geometry (same formula, charge and spin)   21.49 kcal/mol
Strongest force on any atom   0.671 eV Å⁻¹
HOMO energy (alpha / beta)   -1.5321 / -1.5586 eV
E   -8831.0691 Eh
Frontier orbital gap (alpha / beta)   5.3 / 5.3 eV

```
! RIJCOSX wB97M-V def2-TZVPD def2/J DEFGRID3
* xyz -2 2
Ru 0.674 0.988 2.089
S -0.581 0.806 4.034
C -1.802 2.038 3.854
C -2.635 2.406 4.915
C -3.649 3.340 4.750
C -3.856 3.929 3.506
C -3.030 3.573 2.446
C -2.005 2.644 2.610
S -0.989 2.230 1.226
H -2.470 1.950 5.885
H -4.271 3.614 5.595
H -4.640 4.664 3.365
H -3.169 4.028 1.470
C 3.310 -5.184 0.309
Si 2.142 -3.951 1.115
C 0.413 -4.597 0.819
C 2.496 -3.823 2.935
C 2.471 -2.270 0.354
C 3.672 -2.022 -0.313
C 4.055 -0.730 -0.646
C 3.215 0.308 -0.278
N 2.051 0.105 0.322
C 1.677 -1.144 0.627
S 0.199 -1.154 1.564
H 3.100 -6.189 0.689
H 4.356 -4.959 0.529
H 3.182 -5.200 -0.777
H 0.364 -5.654 1.102
H 0.135 -4.521 -0.236
H -0.320 -4.047 1.410
H 2.282 -4.760 3.458
H 1.881 -3.027 3.365
H 3.538 -3.547 3.111
H 4.337 -2.849 -0.543
H 4.997 -0.524 -1.137
H 3.475 1.349 -0.440
O 3.124 1.606 5.400
As 3.659 0.722 3.979
O 4.639 -0.507 4.440
O 2.288 0.265 3.136
C 4.779 2.033 3.042
C 6.128 1.689 3.041
C 7.079 2.528 2.476
C 6.687 3.735 1.912
C 5.346 4.090 1.905
C 4.390 3.247 2.458
S 2.668 3.725 2.260
O 2.684 5.156 2.046
O 1.985 3.297 3.488
O 2.261 2.929 1.102
H 2.487 2.261 5.060
H 6.409 0.746 3.497
H 8.125 2.241 2.485
H 7.423 4.401 1.475
H 5.013 5.025 1.473
C -4.029 1.521 -1.250
C -3.643 0.034 -1.330
C -3.204 -0.373 0.090
C -4.902 -0.774 -1.688
Si -2.238 -0.196 -2.625
Br -0.376 0.624 -1.716
C -2.525 0.826 -4.234
C -3.936 0.634 -4.808
C -1.507 0.432 -5.317
C -2.303 2.330 -3.984
C -1.853 -2.042 -2.986
C -0.426 -2.239 -3.529
C -2.847 -2.670 -3.975
C -1.913 -2.836 -1.674
H -4.757 1.652 -0.441
H -4.497 1.883 -2.169
H -3.167 2.147 -1.007
H -3.957 -0.011 0.800
H -2.255 0.079 0.379
H -3.128 -1.451 0.220
H -5.671 -0.581 -0.931
H -4.714 -1.850 -1.687
H -5.322 -0.502 -2.658
H -4.181 -0.416 -4.982
H -4.006 1.155 -5.772
H -4.700 1.057 -4.155
H -1.642 -0.590 -5.672
H -0.482 0.543 -4.956
H -1.629 1.099 -6.180
H -2.983 2.747 -3.245
H -2.460 2.872 -4.926
H -1.286 2.527 -3.645
H -0.226 -1.681 -4.443
H -0.275 -3.304 -3.750
H 0.320 -1.942 -2.789
H -2.763 -2.244 -4.976
H -3.884 -2.561 -3.648
H -2.641 -3.745 -4.060
H -1.289 -2.389 -0.896
H -1.554 -3.857 -1.858
H -2.929 -2.918 -1.285
*
```